Density functional theory data (ωB97M-V with the def2-TZVPD basis set) for a molecular structure, C31H55CoO6Si at a distorted geometry.

Last column: Mulliken spin population.
Cartesian coordinates (Å):
O (-0.995022, -0.384940, -4.032752)  0.00
C (0.462495, -0.225562, -3.848105)  -0.01
C (0.470311, 1.147376, -4.530495)  0.00
H (1.001639, -1.018699, -4.367013)  0.00
H (0.725085, -0.191318, -2.778006)  0.01
C (-1.092931, 1.015622, -4.410028)  0.00
H (0.810966, 1.095159, -5.571208)  0.00
H (0.912175, 1.976038, -3.974849)  0.00
C (-1.839202, 1.247295, -5.702007)  0.00
H (-1.857666, 0.332603, -6.298098)  0.00
H (-1.333217, 2.053814, -6.261801)  0.00
H (-2.862308, 1.560347, -5.452127)  0.00
C (-1.638080, 1.852336, -3.264268)  0.02
H (-0.928463, 1.868900, -2.429126)  -0.01
H (-2.578398, 1.434823, -2.893352)  0.00
H (-1.806736, 2.891379, -3.566992)  0.00
Co (0.651434, 0.134576, 0.686789)  2.46
C (1.250603, 1.781620, 1.627786)  -0.01
C (2.371788, 0.913361, 1.534826)  0.15
C (2.589850, 0.603180, 0.166051)  0.16
H (2.958982, 0.565920, 2.373858)  0.01
C (1.616879, 1.310298, -0.599234)  0.01
C (0.823471, 2.078027, 0.306046)  0.15
H (0.075935, 2.820745, 0.037202)  0.00
H (0.848227, 2.220962, 2.537957)  0.01
H (3.388437, -0.021707, -0.232446)  0.02
H (1.581013, 1.367733, -1.684751)  0.02
C (-1.798543, -0.880381, 1.654003)  0.31
C (-1.436763, 0.447649, 1.266940)  0.00
C (-1.207267, 0.425813, -0.166214)  0.21
H (-1.610456, 1.348938, 1.846650)  0.00
C (-1.327314, -0.940331, -0.608620)  0.18
C (-1.693420, -1.719943, 0.511514)  0.10
H (-1.932105, -2.778907, 0.488440)  0.00
H (-2.235216, -1.171621, 2.605009)  0.00
H (-1.322156, 1.295989, -0.803323)  -0.01
H (-1.244932, -1.291556, -1.638143)  0.01
O (0.354068, -1.203251, -6.400369)  0.00
C (-0.094587, -0.793195, -7.709753)  0.00
C (0.703662, -1.533979, -8.799688)  0.00
H (0.005416, 0.300878, -7.775673)  0.00
H (-1.165901, -1.035908, -7.805080)  0.00
C (1.509058, -2.612810, -8.028069)  0.00
H (1.375231, -0.836274, -9.316412)  0.00
H (0.032276, -1.978606, -9.547343)  0.00
C (1.121672, -2.419845, -6.546924)  0.00
H (2.582047, -2.454989, -8.162694)  0.00
H (1.259994, -3.617832, -8.376095)  0.00
H (1.982652, -2.341932, -5.868134)  0.00
H (0.493781, -3.257290, -6.196390)  0.00
C (-0.246340, -5.244746, 3.035400)  0.00
C (-0.962873, -4.076797, 3.687902)  0.00
C (-2.436276, -4.111159, 3.326802)  0.00
C (-0.792944, -4.148151, 5.192671)  0.00
O (-0.436854, -2.814132, 3.215999)  0.07
Si (1.048475, -2.235356, 2.867806)  -0.05
O (0.976963, -1.424995, 1.473417)  0.14
O (1.581556, -1.281417, 4.074048)  0.02
C (1.049617, -0.461516, 5.150340)  0.00
C (-0.360264, 0.006101, 4.840849)  0.02
C (1.063147, -1.275303, 6.432813)  0.00
C (1.977536, 0.731112, 5.297925)  0.00
O (2.085059, -3.488105, 2.748931)  0.01
C (3.538164, -3.429704, 2.770317)  0.00
C (4.038234, -2.296957, 1.886935)  0.01
C (4.023046, -3.252243, 4.200570)  0.00
C (4.013359, -4.769236, 2.235320)  0.00
H (-0.734056, -6.169904, 3.367499)  0.00
H (0.807147, -5.294788, 3.326613)  0.00
H (-0.309111, -5.196611, 1.943330)  0.00
H (-2.970899, -3.268391, 3.780895)  0.00
H (-2.877587, -5.040644, 3.706875)  0.00
H (-2.576849, -4.084682, 2.240293)  0.00
H (0.272123, -4.125898, 5.450835)  0.00
H (-1.315738, -3.310805, 5.670230)  0.00
H (-1.216719, -5.083764, 5.584580)  0.00
H (-1.052054, -0.833673, 4.720609)  0.00
H (-0.716400, 0.620634, 5.677227)  0.00
H (-0.396756, 0.623571, 3.936478)  0.00
H (2.078206, -1.618607, 6.664410)  0.00
H (0.726833, -0.652609, 7.270936)  0.00
H (0.392233, -2.140204, 6.370970)  0.00
H (2.990408, 0.401545, 5.557192)  0.00
H (2.014033, 1.334003, 4.383489)  0.00
H (1.618375, 1.367848, 6.114828)  0.00
H (3.864054, -1.313528, 2.342044)  0.00
H (5.121584, -2.396144, 1.743032)  0.00
H (3.561820, -2.317687, 0.899470)  0.00
H (3.657484, -4.079153, 4.822753)  0.00
H (5.121755, -3.263111, 4.228284)  0.00
H (3.675127, -2.302653, 4.622536)  0.00
H (3.653766, -5.584014, 2.875574)  0.00
H (3.642246, -4.932350, 1.215847)  0.00
H (5.110402, -4.798682, 2.221135)  0.00

Forces on the atoms, in the same order (eV/Å):
1.1 0.6 0.4
-0.5 -0.2 0.2
-0.9 -0.6 0.1
-0.1 0.2 0.3
-0.2 -0.2 -0.3
1.0 0.5 -0.1
0.0 0.1 0.4
0.0 0.0 -0.2
-0.4 0.2 0.1
0.0 0.3 0.1
-0.4 -0.3 0.1
0.1 -0.1 -0.4
0.1 0.1 0.2
-0.1 0.0 -0.3
0.0 0.0 -0.1
0.0 -0.1 -0.1
-3.8 -4.5 0.9
1.2 1.8 0.4
1.0 1.0 0.1
1.1 1.1 -0.2
-0.3 -0.2 -0.1
1.3 1.6 -0.9
1.2 2.0 -0.4
0.0 -0.5 0.1
0.1 -0.2 -0.3
-0.5 0.0 0.2
-0.1 -0.1 0.4
-0.4 0.6 -0.7
-0.9 -0.3 -0.9
-1.0 0.2 0.8
0.1 -0.2 -0.1
-0.9 -1.1 1.0
-0.1 0.6 -1.2
0.3 0.2 0.0
0.5 0.1 -0.2
0.2 -0.5 0.3
0.1 0.2 0.3
0.7 -0.4 -1.8
-0.4 -0.1 0.2
0.2 0.1 0.3
0.0 -0.3 0.0
0.2 0.1 0.1
0.0 0.4 0.1
-0.2 -0.2 0.1
0.2 0.2 0.2
-0.6 -0.1 0.3
-0.1 -0.1 0.0
0.1 0.1 0.1
-0.1 0.0 -0.3
0.2 0.2 -0.1
0.0 -0.5 0.0
0.4 0.3 -0.3
-0.3 0.0 0.0
0.0 -0.1 0.3
-0.4 -0.7 0.2
-0.1 0.3 -0.7
0.6 -1.7 1.1
0.0 0.7 0.9
0.2 -0.5 -0.7
-0.4 0.2 0.1
0.0 -0.2 0.4
0.2 0.2 0.1
0.9 -0.1 0.2
-0.6 0.0 -0.1
0.3 0.3 -0.2
0.2 0.1 0.3
0.1 -0.2 -0.2
0.1 0.1 -0.1
-0.3 0.1 -0.1
0.0 0.1 0.1
0.1 -0.1 -0.1
0.0 0.2 -0.1
0.0 0.0 0.2
-0.2 0.1 0.0
0.1 -0.1 0.0
0.1 0.2 -0.1
0.2 0.1 0.0
0.0 -0.1 -0.1
0.1 -0.2 0.1
-0.2 0.0 -0.1
0.0 -0.1 -0.1
0.3 0.3 0.0
-0.1 0.0 -0.1
0.0 -0.2 0.1
0.1 0.0 -0.1
-0.1 -0.3 -0.1
-0.1 0.0 0.0
0.0 0.0 0.2
0.0 0.2 -0.1
-0.2 0.0 0.0
0.0 -0.2 -0.1
0.0 0.1 -0.1
0.1 0.0 0.2
-0.2 0.0 0.0

For the highest occupied orbital energy (alpha / beta), the calculation gives -6.8 / -8.1 eV. For the LUMO energy (alpha / beta), the calculation gives 0.70 / -1.06 eV. As for the spin multiplicity: 5.


Density functional theory data (ωB97M-V with the def2-TZVPD basis set) for a molecular structure, C31H55MoO5SSi at a distorted geometry.

Last column: Mulliken spin population.
Cartesian coordinates (Å):
O (4.420006, 1.099550, 0.442063)  0.00
C (4.763515, 1.697354, -0.857464)  0.00
C (5.980272, 0.767875, -1.022594)  0.00
H (5.055735, 2.753330, -0.719613)  0.00
H (3.900617, 1.553489, -1.551632)  0.00
C (5.369220, 0.006295, 0.206134)  0.00
H (6.897175, 1.166506, -0.601246)  0.00
H (6.065016, 0.366350, -2.046874)  0.00
C (6.086949, -0.089256, 1.556023)  0.00
H (6.321381, 0.919377, 1.982320)  0.00
H (7.031716, -0.643612, 1.479943)  0.00
H (5.398656, -0.609722, 2.267194)  0.00
C (4.840277, -1.291355, -0.369281)  0.00
H (4.485491, -1.162168, -1.419860)  0.00
H (3.978036, -1.718366, 0.168220)  0.00
H (5.653959, -2.068419, -0.384881)  0.00
Mo (0.028356, -0.103573, -0.136500)  0.76
C (-0.030452, -1.776834, -1.627125)  -0.01
C (-0.585446, -0.554161, -2.186192)  0.02
C (0.505618, 0.388329, -2.300233)  0.29
H (-1.607343, -0.409569, -2.511342)  -0.04
C (1.720635, -0.277345, -1.931090)  -0.05
C (1.393087, -1.615343, -1.551015)  0.07
H (2.107065, -2.398704, -1.308679)  0.00
H (-0.582139, -2.693481, -1.424055)  0.00
H (0.429939, 1.412602, -2.664195)  0.04
H (2.723228, 0.146136, -2.008664)  0.00
C (-0.265435, -1.254923, 1.741059)  0.02
C (0.883939, -2.018471, 1.325965)  0.01
C (2.036351, -1.205251, 1.505189)  0.11
H (0.872036, -3.072704, 1.071752)  0.00
C (1.638548, 0.096920, 1.909337)  0.01
C (0.221571, 0.066313, 2.131592)  0.18
H (-0.361309, 0.835767, 2.628861)  0.01
H (-1.263651, -1.648416, 1.886721)  0.06
H (3.054636, -1.567893, 1.532781)  0.02
H (2.310799, 0.912953, 2.148649)  0.00
O (6.852953, 3.311765, -0.471126)  0.00
C (8.176898, 2.675820, -0.474786)  0.00
C (9.286090, 3.717019, -0.706406)  0.00
H (8.263714, 1.923836, -1.298637)  0.00
H (8.295297, 2.130838, 0.483332)  0.00
C (8.518642, 4.971725, -1.113853)  0.00
H (9.991904, 3.330783, -1.435453)  0.00
H (9.834455, 3.826362, 0.227330)  0.00
C (7.026242, 4.681444, -0.779920)  0.00
H (8.623877, 5.152896, -2.188625)  0.00
H (8.855548, 5.883080, -0.633987)  0.00
H (6.366526, 4.916685, -1.618984)  0.00
H (6.712863, 5.294497, 0.076487)  0.00
C (-6.292097, 0.836527, -2.644538)  0.00
C (-5.727226, 0.976689, -1.237730)  -0.01
C (-5.118856, 2.362021, -1.058122)  0.01
C (-6.827650, 0.661395, -0.234293)  0.00
O (-4.654562, -0.012253, -1.122983)  0.01
Si (-3.629290, -0.335827, 0.128708)  0.00
S (-1.972536, 1.002311, 0.075077)  0.46
O (-4.512535, -0.157058, 1.498744)  0.01
C (-4.510218, -0.627857, 2.893643)  -0.01
C (-3.283443, -0.075279, 3.607932)  0.03
C (-5.785459, -0.080453, 3.525448)  0.00
C (-4.541612, -2.149969, 2.942487)  0.00
O (-3.135597, -1.900540, -0.032527)  0.00
C (-3.764234, -2.942531, -0.875150)  0.00
C (-3.105294, -4.256340, -0.480801)  0.00
C (-5.255036, -3.009224, -0.592758)  0.00
C (-3.516121, -2.620706, -2.339241)  0.00
H (-7.112857, 1.553560, -2.778045)  0.00
H (-6.697690, -0.171153, -2.814805)  0.00
H (-5.528298, 1.048431, -3.400379)  0.00
H (-5.893209, 3.122249, -1.226730)  0.00
H (-4.706134, 2.501385, -0.048867)  0.00
H (-4.316193, 2.508856, -1.787716)  0.00
H (-7.168000, -0.375612, -0.351058)  0.00
H (-6.496008, 0.814164, 0.799728)  0.00
H (-7.689653, 1.318753, -0.419132)  0.00
H (-3.237082, 1.015906, 3.497870)  0.00
H (-3.353105, -0.322552, 4.680502)  0.00
H (-2.356326, -0.520100, 3.217396)  -0.01
H (-6.676471, -0.459143, 3.006902)  0.00
H (-5.843951, -0.405096, 4.575139)  0.00
H (-5.797218, 1.017058, 3.508573)  0.00
H (-5.470319, -2.531714, 2.497977)  0.00
H (-3.675553, -2.591029, 2.429414)  0.00
H (-4.517515, -2.469206, 3.997125)  0.00
H (-3.317610, -4.499731, 0.569649)  0.00
H (-3.506192, -5.067790, -1.101368)  0.00
H (-2.017603, -4.230517, -0.615404)  0.00
H (-5.753980, -2.078478, -0.884117)  0.00
H (-5.701675, -3.827509, -1.174536)  0.00
H (-5.442044, -3.210340, 0.469808)  0.00
H (-4.022428, -1.690842, -2.618344)  0.00
H (-2.444378, -2.517658, -2.541328)  0.00
H (-3.909803, -3.429129, -2.968791)  0.00

Forces on the atoms, in the same order (eV/Å):
-0.4 -0.6 -1.3
-0.3 0.4 0.8
-0.4 0.4 1.2
-0.8 -0.7 -0.4
0.9 0.2 0.2
0.0 0.4 -0.4
-0.6 0.0 -1.0
0.3 -0.5 0.8
0.3 -0.2 0.0
-0.3 -0.8 -0.6
-0.3 -0.1 0.1
0.6 0.3 -0.4
-0.7 -1.2 -0.1
0.4 0.0 0.7
0.7 0.0 -0.2
-0.7 0.8 0.0
3.8 -1.9 1.0
-0.8 0.3 -0.5
0.6 -0.7 -0.2
0.4 0.0 -0.8
0.2 0.0 0.0
-1.0 0.2 0.1
-0.5 0.8 -0.1
-0.2 0.3 0.2
0.2 0.4 -0.2
0.1 -0.4 0.0
-0.5 -0.1 0.3
0.5 -0.9 0.6
-1.5 1.1 0.5
-0.6 1.0 0.4
0.0 0.3 -0.1
-0.4 -0.1 -0.3
-0.1 -0.4 -0.1
0.1 -0.2 -0.1
0.2 -0.1 0.0
-0.3 0.2 -0.3
-0.1 -0.2 -0.2
2.7 0.0 0.0
0.3 -0.4 -0.3
-0.6 -0.3 1.0
-0.3 0.7 0.6
-0.1 0.3 -0.4
-0.5 0.0 -0.8
0.0 0.2 -0.2
0.1 0.3 0.0
0.2 0.9 0.1
0.0 -0.1 0.1
0.1 0.0 0.2
0.1 0.1 0.0
0.0 -0.2 -0.1
-0.1 -0.1 -0.2
0.2 -0.1 -0.1
-0.2 0.1 0.1
-0.2 0.2 0.3
0.6 0.3 0.5
-2.2 -1.7 0.0
0.0 0.8 0.2
0.8 0.0 0.3
0.0 0.2 -0.5
0.0 0.0 0.2
-0.1 0.1 0.1
0.1 -0.2 0.1
0.0 0.4 -0.5
0.1 0.2 0.3
0.0 -0.2 0.2
-0.4 -0.1 0.1
0.0 0.0 -0.3
0.2 -0.2 0.0
0.2 0.2 0.1
-0.1 -0.1 0.1
0.2 -0.1 0.1
-0.1 0.0 -0.2
-0.1 0.0 0.1
0.1 0.2 0.0
-0.1 -0.1 -0.3
0.2 -0.2 0.0
0.0 -0.2 0.0
0.1 0.1 -0.4
-0.3 0.1 0.1
0.3 0.1 0.1
0.0 0.1 -0.3
0.0 -0.2 -0.1
0.3 0.1 0.1
-0.3 0.1 0.1
0.0 0.1 -0.3
0.1 0.1 -0.2
0.1 0.2 0.1
-0.2 0.1 0.0
0.1 -0.3 0.1
0.1 0.2 0.1
0.0 0.1 -0.3
0.1 -0.2 0.0
-0.2 -0.1 0.0
0.1 0.2 0.1

Its total charge is +1. For the highest occupied orbital energy (alpha / beta), the calculation gives -10.3 / -10.4 eV. For the LUMO energy (alpha / beta), the calculation gives -3.57 / -6.32 eV. As for the spin multiplicity: 3.


no.,calculated total energy (hartree)
1,-3337.90980
2,-2346.05186